Record 1
ORCA calculation (ωB97M-V/def2-TZVPD) on one molecule with the formula C7H16N2.

Structure (XYZ):
```
25
Properties=species:S:1:pos:R:3:forces:R:3:nbo_charge:R:1
C -1.164 -0.447 0.846 2.511 -1.735 0.730 0.068
C 1.663 -1.128 0.729 -0.414 0.118 0.539 -0.416
C -0.609 2.225 -1.871 0.347 0.007 0.112 -0.429
C 1.675 0.468 -1.839 0.022 -0.314 0.265 -0.692
C -0.879 0.198 2.181 -0.122 0.056 0.076 -0.647
C -1.573 -1.902 0.897 -0.096 -0.063 0.161 -0.639
N 0.478 -0.598 0.083 -3.021 0.265 0.142 -0.462
C 0.547 0.394 -0.828 -1.073 1.819 -0.691 0.454
N -0.436 1.252 -0.815 0.812 -0.377 -0.510 -0.563
H -1.968 0.093 0.351 1.089 0.188 -0.710 0.240
H 2.118 -0.396 1.409 0.053 -0.067 0.026 0.177
H 1.407 -2.012 1.318 -0.031 0.067 -0.093 0.206
H 2.432 -1.436 0.010 -0.316 0.092 -0.023 0.207
H 0.276 2.860 -2.006 -0.019 0.027 -0.147 0.172
H -1.440 2.886 -1.606 0.089 -0.097 -0.033 0.196
H -0.857 1.764 -2.836 0.069 0.024 -0.002 0.177
H 2.305 1.336 -1.628 0.004 -0.060 -0.074 0.229
H 2.290 -0.433 -1.833 0.019 0.122 0.024 0.216
H 1.272 0.577 -2.849 -0.061 0.084 0.149 0.232
H -0.488 1.208 2.049 -0.058 -0.085 -0.080 0.232
H -2.574 -1.982 1.341 0.166 -0.031 0.050 0.210
H -0.159 -0.379 2.765 -0.050 -0.029 0.012 0.199
H -1.809 0.276 2.760 0.114 -0.049 -0.031 0.212
H -0.875 -2.504 1.481 -0.067 -0.050 0.041 0.197
H -1.631 -2.322 -0.109 0.032 0.087 0.067 0.222
```
Positions in Å, forces in eV/Å.

The SMILES is C/N=C(\C)N(C)C(C)C. The value obtained for the HOMO-LUMO gap is 8.8 eV. Its energy above the lowest of the compared OMol25 structures with the same formula, charge and spin is 2.4403 eV. The value obtained for the HOMO energy is -7.82 eV. The calculation puts the lowest unoccupied orbital energy at 1.0 eV.

=====

Record 2
ORCA calculation (ωB97M-V/def2-TZVPD) on a 14-piece molecular cluster, C40H94BN4O21 overall.

Structure (XYZ):
```
160
Properties=species:S:1:pos:R:3:forces:R:3:mulliken_spin:R:1
O -0.102 1.810 1.434 -1.181 -0.057 -1.211 0.000
C -0.548 1.651 0.311 1.294 -1.250 1.357 0.000
O -1.771 1.338 -0.075 0.715 1.153 0.749 0.000
B -1.789 1.219 -1.529 -0.339 -0.723 0.406 0.000
O -0.356 1.239 -1.914 -0.467 -0.721 -2.015 0.000
C 0.394 1.460 -0.922 3.269 1.311 1.455 -0.001
O 1.648 1.558 -0.912 -3.519 -0.213 0.179 0.000
O -2.478 2.307 -2.217 -2.483 -0.314 -2.247 0.000
C -3.489 1.783 -3.008 -1.042 1.345 0.144 0.000
O -4.320 2.348 -3.746 3.295 -1.167 2.645 0.000
C -3.518 0.269 -2.704 0.320 -4.280 -0.917 0.000
O -2.478 -0.033 -1.836 -1.896 1.181 -1.970 0.000
O -4.223 -0.620 -3.233 1.829 3.526 1.962 0.000
C -1.232 -0.826 3.164 -0.366 0.432 1.048 0.000
C -1.830 -2.260 3.130 0.738 -1.215 -1.271 0.000
C -0.871 -3.336 3.788 -0.272 1.265 1.559 0.000
C -0.975 -3.293 5.349 -0.339 0.431 -1.141 0.000
C -2.421 -3.428 5.738 -1.446 -0.680 0.542 0.000
C -3.494 -2.515 5.051 1.462 0.609 0.819 0.000
N -3.197 -2.457 3.638 0.389 -1.266 -0.123 0.000
O -4.129 -1.596 3.020 0.078 0.612 0.081 0.000
C -4.855 -3.171 5.291 -0.461 -0.699 -0.170 0.000
C -3.466 -1.114 5.708 -0.825 -0.779 1.139 0.000
C -1.907 -2.702 1.630 -0.084 0.761 0.428 0.000
H -0.980 -0.503 4.173 0.204 -0.334 0.284 0.000
H -1.934 -0.040 2.886 -0.356 -0.342 -0.419 0.000
H -0.332 -0.631 2.581 -0.048 -0.598 -0.279 0.000
H -1.049 -4.372 3.500 -0.547 0.147 -0.349 0.000
H 0.162 -3.135 3.504 0.038 0.270 -0.238 0.000
H -0.671 -2.345 5.793 0.579 0.177 -0.354 0.000
H -0.344 -4.082 5.759 -0.134 -0.018 0.225 0.000
H -2.565 -3.276 6.808 0.208 0.315 0.182 0.000
H -2.799 -4.448 5.652 0.267 -0.328 -0.570 0.000
H -4.939 -4.064 4.672 -0.074 0.296 -0.689 0.000
H -5.017 -3.657 6.253 0.595 0.601 0.638 0.000
H -5.715 -2.517 5.151 0.167 0.058 -0.339 0.000
H -2.532 -0.553 5.712 -0.151 -0.007 -0.685 0.000
H -4.364 -0.568 5.417 0.469 0.461 -0.374 0.000
H -3.633 -1.321 6.765 -0.100 0.067 0.314 0.000
H -0.901 -2.652 1.214 -0.041 -0.250 -0.173 0.000
H -2.517 -2.005 1.056 0.134 0.256 -0.207 0.000
H -2.381 -3.675 1.500 0.350 -0.152 0.247 0.000
H -4.025 -1.811 2.090 -0.370 -0.072 -0.178 0.000
C 4.061 3.918 -0.898 0.194 1.650 -0.659 0.044
C 5.318 4.871 -0.789 0.287 -3.330 2.421 -0.022
C 6.331 4.075 0.099 1.591 -0.752 -2.151 0.023
C 7.682 4.753 0.194 0.559 0.959 0.560 -0.012
C 8.313 4.951 -1.209 -0.483 -1.020 1.220 0.001
C 7.424 5.533 -2.301 0.379 -0.287 -0.534 0.003
N 5.953 5.096 -2.143 -0.134 1.717 -0.234 0.714
O 5.116 5.630 -3.124 0.524 -0.724 2.460 0.113
C 7.508 7.052 -2.258 -0.130 0.759 0.046 0.062
C 8.055 5.052 -3.602 -0.432 -2.019 -1.055 0.022
C 4.948 6.123 -0.023 -1.168 1.951 -2.166 0.067
H 3.555 3.852 0.065 0.271 0.237 0.138 0.000
H 4.236 2.893 -1.224 0.299 0.194 -0.359 -0.010
H 3.411 4.492 -1.559 -0.533 -0.628 -0.200 0.000
H 5.946 3.524 0.957 -0.549 1.227 0.482 0.003
H 6.659 3.179 -0.428 -0.465 -0.403 -0.803 -0.011
H 8.342 4.122 0.789 0.150 -0.052 -0.126 0.000
H 7.693 5.704 0.727 -0.349 0.164 0.066 0.001
H 8.662 3.964 -1.511 -0.070 -0.081 -0.223 0.002
H 9.199 5.587 -1.182 -0.068 -0.030 0.193 0.000
H 8.561 7.326 -2.332 0.114 -0.273 0.118 0.003
H 7.067 7.556 -3.118 -0.479 -0.196 0.182 -0.001
H 7.148 7.460 -1.313 -0.121 0.076 -0.189 -0.006
H 7.764 5.443 -4.577 0.192 1.016 0.357 0.001
H 9.128 4.890 -3.495 0.161 1.177 -0.012 0.000
H 7.865 3.998 -3.802 -0.741 -0.482 0.518 -0.005
H 5.697 6.909 0.068 0.356 -0.531 0.367 -0.001
H 4.336 6.041 0.876 0.484 -0.797 0.049 0.003
H 4.261 6.571 -0.741 -0.493 0.615 0.133 -0.003
H 5.242 5.144 -3.942 0.460 -0.360 -0.568 0.010
C 3.518 1.512 2.231 0.194 -0.416 0.081 0.000
C 4.039 0.165 2.887 0.187 0.522 0.099 0.000
C 2.836 -0.450 3.658 0.332 -1.080 1.150 0.000
C 3.078 -1.915 4.217 0.214 1.064 -2.669 0.000
C 3.385 -2.835 2.937 0.335 0.855 2.501 0.000
C 4.488 -2.287 1.949 0.008 0.052 0.407 0.000
N 4.501 -0.798 1.834 -1.851 0.182 -0.010 0.000
O 5.541 -0.334 0.966 -0.740 -0.239 1.145 0.000
C 5.894 -2.847 2.328 -0.080 0.124 0.288 0.000
C 4.046 -2.821 0.617 -0.097 0.102 -1.994 0.000
C 5.194 0.471 3.911 -0.903 -0.655 -0.339 0.000
H 3.405 2.359 2.907 0.488 -0.219 0.644 0.000
H 2.502 1.456 1.841 0.107 -0.716 -0.339 0.000
H 4.167 1.864 1.430 0.118 -0.239 -0.101 0.001
H 2.590 0.123 4.552 0.529 0.626 0.024 0.000
H 1.882 -0.364 3.136 0.252 -0.442 -0.687 0.000
H 2.193 -2.183 4.793 -0.030 -0.429 -0.275 0.000
H 3.919 -1.919 4.910 0.119 0.019 -0.083 0.000
H 2.449 -3.128 2.461 0.077 0.523 -0.344 0.000
H 3.770 -3.760 3.366 0.125 -0.220 -0.311 0.000
H 6.365 -2.256 3.113 -0.242 -0.119 0.456 0.000
H 5.805 -3.884 2.652 -0.001 0.062 0.154 0.000
H 6.664 -2.863 1.556 -0.440 0.164 -0.586 0.000
H 3.662 -3.841 0.589 0.139 -0.079 0.421 0.000
H 3.273 -2.171 0.206 -0.387 -0.071 0.331 0.000
H 4.792 -2.758 -0.176 0.491 -0.076 0.208 0.000
H 5.976 1.103 3.488 -0.089 0.155 0.105 0.000
H 5.637 -0.470 4.237 0.163 -0.069 -0.126 0.000
H 4.751 0.879 4.819 0.206 0.519 -0.127 0.000
H 6.315 -0.453 1.521 0.723 0.117 -0.155 0.000
C -6.954 -3.709 -5.116 -1.541 2.123 -0.341 0.000
C -6.657 -4.679 -4.021 -0.370 -0.807 -0.516 0.000
C -5.681 -5.611 -4.717 1.084 -0.585 1.181 0.000
C -4.880 -6.370 -3.678 0.531 -0.938 -0.667 0.000
C -4.289 -5.569 -2.553 -1.002 -0.476 0.313 0.000
C -5.327 -4.631 -1.845 1.456 -1.286 0.535 0.000
N -6.048 -3.952 -2.873 1.403 -1.017 -2.593 0.000
O -6.840 -2.943 -2.414 -1.125 0.866 0.619 0.000
C -6.280 -5.430 -0.915 -0.295 0.731 0.147 0.000
C -4.489 -3.661 -1.001 0.139 1.286 0.608 0.000
C -7.878 -5.563 -3.675 -0.374 0.559 1.765 0.000
H -7.725 -2.973 -4.887 -0.271 0.021 0.583 0.000
H -7.387 -4.149 -6.014 0.532 -0.497 -0.060 0.000
H -6.107 -3.065 -5.351 0.339 -0.413 -0.172 0.000
H -6.261 -6.351 -5.268 0.058 0.295 -0.428 0.000
H -5.031 -5.035 -5.376 0.101 -0.150 -0.059 0.000
H -4.020 -6.883 -4.108 0.043 -0.042 -0.535 0.000
H -5.436 -7.218 -3.279 -0.515 0.145 0.135 0.000
H -3.384 -5.082 -2.915 -0.185 0.517 0.271 0.000
H -4.007 -6.391 -1.896 0.419 0.529 0.749 0.000
H -6.472 -6.451 -1.247 0.480 -0.140 0.338 0.000
H -5.964 -5.302 0.120 0.232 -0.772 0.026 0.000
H -7.269 -4.973 -0.906 -0.027 0.291 -0.217 0.000
H -3.665 -3.114 -1.459 -0.334 -0.024 -1.136 0.000
H -5.123 -2.883 -0.576 -0.202 0.018 0.122 0.000
H -3.913 -4.048 -0.160 -0.626 -1.005 0.144 0.000
H -8.538 -5.933 -4.460 0.343 0.402 -0.385 0.000
H -8.472 -5.011 -2.947 -0.475 0.225 -0.219 0.000
H -7.595 -6.428 -3.075 0.336 -0.199 -0.292 0.000
H -6.401 -2.168 -2.771 -0.075 0.403 0.058 0.000
O 2.192 0.049 -3.856 -0.134 -0.013 -0.555 0.000
H 2.841 0.319 -3.206 0.368 -0.063 0.272 0.000
H 1.415 -0.172 -3.343 -0.226 0.023 0.089 0.000
O -3.181 5.127 -3.845 0.190 0.322 0.136 0.000
H -2.623 5.158 -4.622 0.193 0.024 -0.169 0.000
H -3.879 4.514 -4.074 -0.373 -0.385 0.095 0.000
O 1.349 4.053 1.341 0.771 0.767 0.191 0.000
H 1.260 3.107 1.456 -0.268 -0.592 0.059 0.000
H 1.319 4.183 0.393 -0.095 0.057 -0.306 0.000
O -1.612 5.632 -1.447 0.497 -0.166 0.382 0.000
H -2.085 5.047 -2.039 -0.324 -0.169 -0.452 0.000
H -1.776 6.509 -1.794 -0.142 0.163 0.013 0.000
O -6.491 1.106 -1.616 -0.020 0.231 0.248 0.000
H -6.863 1.169 -2.496 -0.151 -0.005 -0.350 0.000
H -5.901 0.354 -1.659 0.113 -0.324 0.004 0.000
O -1.162 5.279 1.467 -0.391 0.267 0.336 0.000
H -1.368 5.032 0.566 -0.217 0.210 -0.432 0.000
H -0.367 4.788 1.674 0.380 -0.167 0.145 0.000
O 3.979 0.372 -1.589 0.536 0.099 -0.355 0.000
H 4.536 0.076 -0.869 0.346 -0.276 0.300 0.000
H 3.145 0.592 -1.172 -0.565 0.275 0.254 0.000
O -5.219 2.238 -6.297 -0.237 -0.039 -0.580 0.000
H -4.691 2.935 -6.686 0.054 0.121 -0.169 0.000
H -4.924 2.192 -5.388 0.007 -0.145 0.341 0.000
O -5.542 3.830 -1.276 0.015 0.540 0.069 0.000
H -4.629 3.880 -1.561 0.228 0.146 0.008 0.000
H -5.804 2.929 -1.464 -0.243 -0.561 0.069 0.000
```
Positions in Å, forces in eV/Å.

The value obtained for the HOMO-LUMO gap (spin up / spin down) is 6.5 / 2.6 eV. Its expectation value of S² is 0.75. The value obtained for the HOMO energy (spin up / spin down) is -7.49 / -7.49 eV. The spin multiplicity is 2. The calculation puts the lowest unoccupied orbital energy (spin up / spin down) at -1.0 / -4.9 eV.